A molecular structure, C13H24Cl2O6S2Si2, computed with ωB97M-V/def2-TZVPD.

As for the LUMO energy: 0.41 eV. The calculation puts the HOMO energy at -9.57 eV.

```
49
Properties=species:S:1:pos:R:3:nbo_charge:R:1
C 1.180 0.526 3.019 -0.123
C 1.698 -0.482 3.406 -0.612
Si 2.526 -2.039 3.901 1.862
O 4.166 -1.899 3.745 -1.064
O 1.978 -3.273 2.929 -1.218
Si 0.396 -3.750 3.241 1.429
C -0.773 -2.571 2.356 -0.507
Cl -0.445 -2.283 0.667 0.001
C -1.778 -1.981 2.966 0.027
C -2.214 -2.116 4.379 -0.667
Cl -2.798 -0.909 2.006 -0.017
H 0.575 1.306 2.584 0.268
H 2.307 -2.367 5.316 -0.228
H 4.374 -1.363 2.977 0.496
H 0.221 -5.143 2.819 -0.179
H 0.199 -3.605 4.694 -0.204
H -1.448 -2.431 5.070 0.242
H -2.541 -1.132 4.706 0.240
H -3.100 -2.739 4.445 0.235
C -1.413 2.588 -1.329 -0.420
C -2.020 3.951 -0.969 -0.399
C -1.395 4.397 0.360 -0.676
S 0.230 3.637 0.424 2.183
O 0.252 2.683 1.513 -0.983
O 1.244 4.648 0.295 -0.933
C 0.090 2.734 -1.113 -0.663
H -1.640 2.298 -2.353 0.251
H -1.813 1.818 -0.664 0.211
H -1.780 4.674 -1.751 0.211
H -3.105 3.901 -0.893 0.225
H -1.282 5.477 0.419 0.252
H -1.966 4.038 1.214 0.245
H 0.609 1.782 -1.027 0.247
H 0.545 3.340 -1.894 0.262
C 0.672 -1.977 -3.142 -0.407
C 1.371 -1.646 -4.467 -0.401
C 0.596 -0.494 -5.120 -0.676
S -0.154 0.430 -3.774 2.173
O -1.586 0.310 -3.872 -0.942
O 0.488 1.717 -3.656 -0.953
C 0.421 -0.636 -2.460 -0.685
H 1.275 -2.635 -2.518 0.233
H -0.278 -2.477 -3.341 0.218
H 2.398 -1.332 -4.267 0.211
H 1.417 -2.511 -5.127 0.228
H 1.247 0.169 -5.685 0.254
H -0.205 -0.859 -5.759 0.249
H -0.332 -0.685 -1.675 0.264
H 1.346 -0.213 -2.069 0.241
```



2 unconnected molecules or ions with the total composition C13H24F4NO6S2, computed with ωB97M-V/def2-TZVPD.

The charge is -1. As for the LUMO energy: 2.46 eV. The calculation puts the HOMO energy at -6.10 eV.

```
50
Properties=species:S:1:pos:R:3:nbo_charge:R:1
N 2.573 2.086 1.962 -0.836
C 3.674 1.159 1.662 -0.213
C 4.023 1.139 0.179 -0.406
C 3.467 -0.065 -0.604 -0.399
C 2.056 0.196 -1.183 -0.401
C 0.989 -0.852 -0.815 -0.396
C 0.358 -0.672 0.580 -0.239
C 0.978 -1.710 1.525 -0.441
C 0.471 -1.493 2.920 -0.072
O -0.926 -1.795 3.117 -0.698
S -1.774 -2.058 1.790 2.376
O -1.562 -3.398 1.337 -0.962
O -3.126 -1.779 2.123 -0.934
C -1.165 -0.963 0.474 -0.444
C -2.064 0.282 0.376 -0.443
C -1.349 1.576 -0.019 -0.443
C -1.024 2.436 1.192 0.048
F -0.760 1.666 2.343 -0.396
H 2.121 1.819 2.828 0.359
H 1.869 2.053 1.236 0.349
H 4.547 1.510 2.207 0.179
H 3.476 0.151 2.028 0.158
H 3.699 2.057 -0.301 0.207
H 5.107 1.103 0.104 0.201
H 3.475 -0.969 -0.009 0.193
H 4.141 -0.226 -1.439 0.204
H 1.679 1.182 -0.922 0.187
H 2.141 0.171 -2.263 0.217
H 1.463 -1.829 -0.838 0.200
H 0.252 -0.867 -1.611 0.235
H 0.581 0.281 1.035 0.219
H 2.044 -1.505 1.559 0.212
H 0.861 -2.721 1.153 0.237
H 1.051 -2.034 3.657 0.189
H 0.595 -0.436 3.152 0.183
H -1.312 -1.559 -0.414 0.266
H -2.646 0.432 1.275 0.233
H -2.776 0.094 -0.410 0.282
H -2.067 2.140 -0.604 0.249
H -0.491 1.425 -0.662 0.204
H -1.876 3.067 1.429 0.167
H -0.168 3.094 1.045 0.159
C -4.709 -1.089 -4.157 0.674
F -5.915 -0.556 -3.871 -0.334
F -4.560 -2.185 -3.386 -0.333
F -4.744 -1.500 -5.441 -0.335
S -3.352 0.124 -3.876 2.354
O -3.480 0.433 -2.464 -1.025
O -3.684 1.208 -4.773 -0.991
O -2.161 -0.622 -4.226 -1.001
```



3 unconnected molecules or ions with the total composition C13H24FIN2O8S3, computed with ωB97M-V/def2-TZVPD.

As for the LUMO energy: -0.39 eV. The calculation puts the HOMO energy at -8.85 eV.

```
52
Properties=species:S:1:pos:R:3:nbo_charge:R:1
N -1.226 -5.231 -0.598 -0.575
C -1.112 -4.165 0.063 0.126
C -1.791 -2.852 -0.300 -0.521
C -1.004 -1.596 0.152 0.141
C -1.296 -1.403 1.650 0.697
O -1.246 -2.321 2.411 -0.469
N -1.653 -0.079 2.110 -0.760
C -3.060 0.167 2.022 0.965
O -3.936 -0.493 2.454 -0.489
F -3.302 1.285 1.336 -0.313
O 0.414 -1.849 -0.093 -0.687
S 0.694 -1.693 -1.653 2.549
O 1.885 -0.945 -1.826 -0.893
O 0.563 -2.925 -2.348 -0.895
O -0.626 -0.837 -1.994 -0.698
C -1.250 -0.393 -0.761 0.081
C -0.729 1.013 -0.377 -0.442
C 0.464 1.197 0.595 -0.439
C 1.777 1.650 -0.065 -0.513
I 2.734 3.222 1.054 0.088
H -1.773 -5.080 -1.449 0.359
H -0.517 -4.176 0.973 0.179
H -2.768 -2.855 0.192 0.238
H -1.966 -2.828 -1.374 0.264
H -1.422 -0.080 3.103 0.427
H -2.320 -0.290 -0.955 0.217
H -1.577 1.570 0.014 0.236
H -0.472 1.482 -1.329 0.233
H 0.650 0.315 1.204 0.209
H 0.164 1.977 1.293 0.224
H 1.618 2.064 -1.055 0.213
H 2.514 0.861 -0.100 0.234
C -1.218 -2.870 -5.326 -0.832
S -2.675 -3.017 -4.293 1.254
O -2.441 -4.151 -3.358 -1.006
C -3.771 -3.637 -5.572 -0.828
H -0.401 -2.539 -4.690 0.258
H -0.983 -3.845 -5.753 0.234
H -1.409 -2.136 -6.109 0.227
H -3.359 -4.559 -5.980 0.234
H -3.880 -2.882 -6.351 0.228
H -4.737 -3.834 -5.112 0.241
C 3.370 6.322 4.934 -0.832
S 4.764 6.127 3.817 1.260
O 4.493 4.909 3.010 -0.994
C 5.955 5.650 5.074 -0.831
H 2.501 6.574 4.330 0.242
H 3.198 5.383 5.460 0.231
H 3.578 7.129 5.637 0.227
H 5.596 4.759 5.590 0.232
H 6.094 6.474 5.773 0.227
H 6.893 5.433 4.569 0.243
```



A single C13H24N2 molecule, computed with ωB97M-V/def2-TZVPD.

The SMILES is CC1(C)CC[C@]2(C)CCC(C)(C)NC2=N1. As for the LUMO energy: 0.79 eV. The calculation puts the HOMO energy at -8.31 eV.

```
39
Properties=species:S:1:pos:R:3:nbo_charge:R:1
C 1.317 2.549 1.772 -0.617
C 0.126 1.646 1.834 0.084
C -0.377 1.641 3.228 -0.588
C -0.988 2.219 0.798 -0.404
C -0.522 1.974 -0.671 -0.383
C 0.080 0.573 -0.840 -0.127
C 1.375 0.971 -1.775 -0.592
C -0.975 -0.228 -1.688 -0.386
C -0.461 -1.630 -2.009 -0.413
C -0.101 -2.397 -0.701 0.104
C 0.846 -3.505 -1.084 -0.604
C -1.303 -2.825 0.048 -0.619
N 0.726 -1.553 0.173 -0.622
C 0.389 -0.256 0.298 0.459
N 0.446 0.230 1.531 -0.535
H 2.062 2.102 2.453 0.215
H 1.695 2.641 0.727 0.205
H 1.114 3.568 2.144 0.210
H -1.096 0.844 3.543 0.218
H 0.354 1.599 3.917 0.204
H -0.790 2.679 3.428 0.193
H -1.926 1.577 0.967 0.196
H -1.280 3.263 0.843 0.211
H -1.366 2.207 -1.239 0.210
H 0.174 2.696 -1.038 0.197
H 1.149 1.704 -2.529 0.211
H 2.233 1.273 -1.111 0.222
H 1.747 0.043 -2.200 0.205
H -1.128 0.358 -2.638 0.212
H -2.012 -0.275 -1.163 0.208
H 0.403 -1.505 -2.711 0.209
H -1.142 -2.084 -2.672 0.221
H 0.534 -3.853 -2.017 0.205
H 1.837 -3.197 -1.029 0.227
H 0.736 -4.396 -0.546 0.207
H -2.081 -2.022 0.246 0.219
H -0.916 -3.130 1.063 0.215
H -1.823 -3.633 -0.483 0.215
H 0.945 -1.867 1.129 0.406
```



A molecular structure, C13H24N2O7PdS2Si, computed with ωB97M-V/def2-TZVPD.

As for the LUMO energy: -0.52 eV. The calculation puts the HOMO energy at -9.37 eV.

```
50
Properties=species:S:1:pos:R:3:nbo_charge:R:1
Pd -0.445 -0.246 1.539 1.051
O 1.257 -0.199 2.812 -0.971
S 0.773 -1.493 3.418 2.384
O 1.225 -1.739 4.742 -0.902
O -0.700 -1.456 3.202 -0.912
C 1.394 -2.773 2.352 -0.444
C 2.725 -3.122 2.575 -0.174
C 3.361 -4.037 1.759 -0.238
C 2.654 -4.627 0.718 -0.184
C 1.326 -4.312 0.507 -0.268
C 0.670 -3.382 1.314 0.406
S -1.244 -2.367 -0.313 1.775
O -0.011 -2.049 -1.049 -1.027
O -0.657 -3.153 1.109 -0.735
O -1.827 -1.121 0.333 -0.953
H 3.248 -2.664 3.405 0.242
H 4.394 -4.300 1.941 0.223
H 3.137 -5.354 0.077 0.220
H 0.762 -4.783 -0.286 0.232
C -1.468 1.247 -2.248 -1.149
Si -0.995 2.018 -0.608 1.906
C -2.512 2.254 0.451 -1.157
C -0.177 3.671 -0.928 -1.146
O 0.106 1.052 0.166 -1.202
H -2.142 1.895 -2.813 0.238
H -1.971 0.294 -2.080 0.248
H -0.594 1.058 -2.879 0.217
H -3.219 2.928 -0.039 0.241
H -2.258 2.684 1.423 0.241
H -3.019 1.302 0.619 0.252
H -0.888 4.347 -1.410 0.241
H 0.693 3.595 -1.584 0.222
H 0.143 4.139 0.006 0.241
N 1.975 -0.129 -1.194 -0.566
C 2.866 -1.033 -0.405 -0.244
C 3.932 -0.202 0.321 -0.246
N 3.469 1.131 0.641 -0.620
C 3.137 1.911 -0.546 -0.239
C 2.718 1.031 -1.737 -0.246
H 1.181 0.285 -0.578 0.492
H 1.485 -0.672 -1.902 0.447
H 3.306 -1.764 -1.085 0.207
H 2.226 -1.562 0.294 0.242
H 4.837 -0.119 -0.288 0.188
H 4.212 -0.724 1.235 0.227
H 2.710 1.087 1.305 0.390
H 3.991 2.518 -0.859 0.194
H 2.324 2.589 -0.290 0.226
H 3.579 0.657 -2.292 0.202
H 2.073 1.578 -2.423 0.223
```